[1]
This record from the Open Molecules 2025 dataset describes an isolated molecule of C26H38O6. The level of theory is ωB97M-V/def2-TZVPD.

Calculated values
Electronic energy, eV: -39864.9390
SMILES: CCCCC(=O)O[C@]1(C(=O)CO)CC[C@H]2[C@@H]3CCC4=CC(=O)CC[C@]4(C)[C@H]3[C@@H](O)C[C@@]21C
E_HOMO, eV: -9.5
Net charge: 0

Last column: Mulliken charge in e.
Geometry (Å):
C: 2.5465 5.0360 0.4414  -1.17
C: 3.9351 4.4115 0.3726  -0.56
C: 3.9054 2.8864 0.2716  -0.31
C: 3.3140 2.3927 -1.0562  -0.69
C: 3.4140 0.8889 -1.1048  0.29
O: 4.3669 0.2680 -1.4977  -0.56
O: 2.3121 0.3252 -0.5985  0.03
C: 2.2283 -1.1096 -0.5787  1.20
C: 3.3978 -1.7144 0.1789  0.12
O: 3.8393 -2.8094 -0.0729  -0.66
C: 3.9668 -0.9281 1.3452  -0.49
O: 4.6687 -1.7684 2.2130  -0.63
C: 2.1057 -1.6797 -2.0104  -0.98
C: 0.6086 -1.9086 -2.2822  -0.91
C: -0.0720 -1.1871 -1.1216  -0.90
C: -1.5431 -1.4758 -0.8321  -0.20
C: -2.3688 -1.2301 -2.0970  -1.10
C: -3.8756 -1.2735 -1.8193  -1.42
C: -4.1318 -0.2667 -0.7477  0.09
C: -4.7360 0.8971 -1.0104  -0.72
C: -4.7993 2.0266 -0.0855  0.10
O: -5.4391 3.0309 -0.3117  -0.62
C: -3.9352 1.8658 1.1475  -0.58
C: -3.9773 0.4246 1.6365  -1.69
C: -3.5066 -0.5994 0.5871  2.78
C: -4.0144 -1.9792 1.0512  -2.17
C: -1.9703 -0.5415 0.3182  -0.04
C: -1.0778 -0.7495 1.5665  -0.77
O: -1.2510 -1.9997 2.1925  -0.58
C: 0.4195 -0.5896 1.2384  -1.80
C: 0.8522 -1.4761 0.0723  1.17
C: 0.8824 -2.9434 0.4988  -1.66
H: 1.9752 4.6055 1.2612  0.29
H: 2.6257 6.1076 0.6071  0.39
H: 1.9975 4.8795 -0.4835  0.30
H: 4.4775 4.8198 -0.4824  0.35
H: 4.4886 4.6808 1.2747  0.34
H: 3.3200 2.4788 1.0990  0.18
H: 4.9256 2.5061 0.3591  0.31
H: 2.2681 2.6844 -1.1365  0.15
H: 3.8847 2.8087 -1.8868  0.46
H: 4.6421 -0.1616 0.9328  0.20
H: 3.1733 -0.4237 1.9028  0.16
H: 4.9267 -2.5491 1.6952  0.42
H: 2.6813 -2.6020 -2.0739  0.37
H: 2.5380 -0.9736 -2.7177  0.25
H: 0.3155 -1.4998 -3.2475  0.54
H: 0.3643 -2.9701 -2.2742  0.38
H: 0.0103 -0.1109 -1.3200  0.56
H: -1.6580 -2.5176 -0.5265  0.66
H: -2.1147 -1.9778 -2.8490  0.50
H: -2.1192 -0.2457 -2.5006  0.42
H: -4.4267 -1.0238 -2.7265  0.57
H: -4.1617 -2.2772 -1.5066  0.37
H: -5.1857 1.0696 -1.9793  0.43
H: -2.9159 2.1582 0.8812  0.27
H: -4.2831 2.5500 1.9230  0.45
H: -5.0154 0.1865 1.8841  0.55
H: -3.3952 0.3288 2.5549  0.41
H: -5.0455 -2.1134 0.7274  0.51
H: -4.0151 -2.0454 2.1379  0.56
H: -3.4199 -2.7968 0.6580  0.28
H: -1.7656 0.4821 -0.0187  0.55
H: -1.3157 0.0492 2.2878  0.41
H: -2.1049 -2.0195 2.6334  0.55
H: 0.6094 0.4561 0.9949  0.39
H: 0.9704 -0.8487 2.1436  0.54
H: -0.1105 -3.2814 0.7697  0.51
H: 1.2824 -3.5815 -0.2821  0.37
H: 1.5112 -3.0556 1.3791  0.49



[2]
This record from the Open Molecules 2025 dataset describes a cluster of 7 separate species, C26H39BCl19F6N5O6PS in total at a distorted geometry. The level of theory is ωB97M-V/def2-TZVPD.

Calculated values
Electronic energy, eV: -322351.4289
E_HOMO, eV: -11.7
Net charge: +1

Last column: Mulliken charge in e.
Geometry (Å):
C: -0.1095 -2.9338 3.3252  -0.79
C: 0.8687 -3.6566 2.4068  -0.15
O: 0.9350 -2.9561 1.1774  -0.09
C: 2.0427 -3.3324 0.3813  -0.87
C: 2.4121 -2.1609 -0.5483  0.04
O: 1.3921 -1.1914 -0.4521  0.66
C: 1.1065 -0.1943 -1.3625  -0.35
C: 1.4131 1.1115 -0.5317  0.00
C: 1.7345 0.9516 0.9389  -2.00
F: 0.5435 2.1666 -0.7761  -0.35
C: 1.8771 -0.0188 -2.6695  -0.35
O: 1.5757 -1.0515 -3.6691  -0.28
N: 2.2010 -0.6290 -4.8986  0.40
O: 1.6022 -1.0036 -5.8039  -0.41
B: 3.5128 0.0544 -2.7436  0.66
O: 4.0224 1.3409 -2.8555  -0.65
C: 4.5823 -1.0972 -2.6794  -0.29
C: 4.3534 -2.3872 -3.4846  -1.22
N: 1.4121 1.2162 -3.2962  -0.11
C: -0.0317 1.3923 -3.3707  -0.29
N: -0.4340 1.5436 -4.8120  -0.62
C: -0.5469 2.7184 -5.2162  0.56
S: -0.7988 4.1278 -5.8005  -0.36
C: -0.9061 0.2444 -2.8498  -1.13
P: -2.7095 0.7502 -2.8577  0.48
O: -2.5786 2.3628 -2.7653  -0.33
Cl: -3.2978 0.4463 -4.8099  -0.26
N: -0.4206 -0.4098 -1.5668  1.78
C: -0.8183 -1.8703 -1.6877  -0.64
C: -0.0894 -2.7891 -2.6373  -1.33
N: 0.5016 -3.8275 -2.2357  -0.34
C: -1.1595 0.0826 -0.3379  -0.79
C: -2.5047 -0.5437 0.0753  -1.22
C: -3.2693 0.4594 0.9709  -0.12
C: -4.7626 0.3306 0.8347  0.54
F: -5.3184 1.4148 1.4505  -0.36
F: -5.1503 0.3923 -0.4612  -0.25
C: -5.3782 -0.9473 1.5054  0.77
F: -4.4587 -1.5899 2.2458  -0.25
F: -5.8421 -1.7903 0.5678  -0.26
F: -6.4018 -0.6110 2.3008  -0.24
H: -0.8019 -2.3239 2.7543  -0.08
H: 0.3975 -2.3140 4.0543  0.22
H: -0.6865 -3.6716 3.8723  0.40
H: 0.4769 -4.6556 2.2222  0.32
H: 1.8363 -3.7126 2.9005  0.14
H: 2.8701 -3.5221 1.0518  -0.04
H: 1.8736 -4.2522 -0.1718  0.31
H: 3.3423 -1.7530 -0.1648  0.80
H: 2.5747 -2.5473 -1.5450  -0.42
H: 2.3532 1.5209 -0.8999  0.65
H: 1.9155 1.9622 1.2973  0.60
H: 0.9597 0.5223 1.5615  0.36
H: 2.6693 0.4265 1.0682  0.34
H: 4.5582 1.5146 -2.0755  0.32
H: 5.5387 -0.7022 -3.0063  0.59
H: 4.7687 -1.3967 -1.6490  0.25
H: 3.3654 -2.8190 -3.3667  0.18
H: 4.4922 -2.2214 -4.5469  0.38
H: 5.0607 -3.1573 -3.1967  0.40
H: 1.8187 2.0305 -2.8566  0.55
H: -0.2769 2.3273 -2.8837  1.04
H: -0.8600 -0.5036 -3.6323  0.66
H: -3.4312 2.7583 -2.9818  0.29
H: -0.8168 -2.3727 -0.7316  0.45
H: -1.8133 -1.8549 -2.1187  0.99
H: -0.1510 -2.5700 -3.6989  0.44
H: 0.8785 -4.3582 -3.0165  0.30
H: -1.3264 1.1499 -0.4024  0.08
H: -0.5411 -0.0613 0.5350  -0.27
H: -2.3327 -1.4235 0.6863  0.56
H: -3.1604 -0.8525 -0.7264  1.00
H: -3.0209 1.4802 0.7077  -0.67
H: -2.9724 0.2550 1.9903  0.64
C: -2.7547 4.8787 1.3009  -0.20
Cl: -2.0854 4.2336 2.7979  -0.02
Cl: -2.2233 6.5323 1.0315  -0.12
Cl: -2.3189 3.8472 -0.0716  0.06
H: -3.8331 4.8759 1.3843  0.31
C: 6.0949 -4.5636 1.3193  -0.06
Cl: 5.2074 -4.0124 -0.1133  -0.03
Cl: 4.9994 -4.6895 2.6942  -0.10
Cl: 6.8900 -6.0972 1.0055  -0.11
H: 6.8517 -3.8264 1.5498  0.30
C: -4.3096 5.9846 -7.8258  0.01
Cl: -4.8914 5.3682 -6.2749  -0.11
Cl: -2.6026 6.4205 -7.7227  -0.11
Cl: -4.5793 4.8073 -9.1064  -0.11
H: -4.8704 6.8782 -8.0625  0.33
C: 2.6510 -2.4531 7.3034  -0.13
Cl: 1.8974 -3.6761 8.3194  -0.11
Cl: 3.3614 -3.1808 5.8571  -0.06
Cl: 1.4944 -1.2032 6.8483  -0.05
H: 3.4476 -1.9872 7.8670  0.34
C: 0.1576 2.8357 7.0835  0.15
Cl: -0.4839 2.0152 8.5021  -0.09
Cl: 1.8829 3.1534 7.2679  -0.13
Cl: -0.1444 1.8847 5.6221  -0.02
H: -0.3530 3.7806 6.9785  0.09
C: -4.0990 3.8551 6.3990  0.06
Cl: -5.0303 4.1358 7.8633  -0.11
Cl: -2.7113 4.9494 6.3181  -0.13
Cl: -3.5725 2.1743 6.2853  -0.09
H: -4.7334 4.0616 5.5478  0.28



[3]
This record from the Open Molecules 2025 dataset describes a cluster of 8 separate species, C26H39Cl14NO7 in total at a distorted geometry. The level of theory is ωB97M-V/def2-TZVPD.

Calculated values
Electronic energy, eV: -218727.8197
SMILES: C=Cc1c(COCC)cc2c(c1CCO)C(=O)N(COCOCCO)C2=O.ClCCl.ClCCl.ClCCl.ClCCl.ClCCl.ClCCl.ClCCl
E_HOMO, eV: -8.1
Net charge: 0

Last column: Mulliken charge in e.
Geometry (Å):
C: 0.4769 5.3721 0.3953  -0.80
C: 0.0555 4.8636 -0.8182  -0.92
C: -0.3408 3.4405 -0.9956  -0.10
C: -1.6575 3.2280 -1.4297  0.54
C: -2.6330 4.3540 -1.7015  -1.15
O: -3.5765 4.3675 -0.6256  -0.36
C: -4.8885 4.0315 -1.0183  0.37
C: -5.6548 3.5741 0.2089  -1.39
C: -2.1346 1.9258 -1.6060  -0.55
C: -1.2859 0.8847 -1.3073  0.14
C: 0.0129 1.0829 -0.8455  0.59
C: 0.5294 2.3604 -0.6996  1.23
C: 1.9353 2.6155 -0.2173  -0.93
C: 3.0264 1.8061 -0.9143  0.35
O: 4.0408 2.6419 -1.4499  -0.68
C: 0.6217 -0.2683 -0.5888  0.29
O: 1.7053 -0.6017 -0.2150  -0.47
N: -0.4112 -1.1686 -0.8623  0.43
C: -0.4217 -2.4887 -0.2558  -1.23
O: -0.2644 -2.4285 1.1320  0.05
C: -1.4671 -2.1802 1.8243  -0.51
O: -1.3210 -2.6405 3.1284  -0.39
C: -1.1111 -1.5973 4.0626  -0.28
C: -0.8658 -2.1583 5.4339  -0.62
O: 0.4497 -2.7155 5.5129  -0.46
C: -1.5452 -0.5919 -1.4068  0.49
O: -2.4842 -1.1629 -1.8835  -0.69
H: -0.1521 6.0631 0.9475  0.29
H: 1.4151 5.0432 0.8261  0.27
H: 0.0087 5.5317 -1.6743  0.50
H: -2.1583 5.3259 -1.7223  0.50
H: -3.1345 4.1319 -2.6439  0.39
H: -4.9061 3.2077 -1.7327  -0.18
H: -5.4246 4.8786 -1.4614  0.33
H: -5.1079 2.7962 0.7373  0.30
H: -6.6326 3.1911 -0.0808  0.36
H: -5.8121 4.4083 0.8914  0.37
H: -3.1450 1.7034 -1.9548  -0.31
H: 2.1524 3.6598 -0.4343  0.42
H: 1.9866 2.5201 0.8658  0.42
H: 3.4315 1.0912 -0.1978  -0.23
H: 2.5640 1.2050 -1.6960  0.01
H: 4.5387 2.0856 -2.0572  0.39
H: -1.3401 -2.9973 -0.5481  0.50
H: 0.4166 -3.0629 -0.6431  0.25
H: -1.6859 -1.1042 1.8209  0.33
H: -2.3160 -2.6948 1.3645  0.37
H: -1.9840 -0.9390 4.1293  0.39
H: -0.2526 -0.9733 3.7943  0.31
H: -0.9600 -1.3600 6.1743  0.36
H: -1.5917 -2.9386 5.6769  0.33
H: 0.5873 -3.0179 6.4138  0.26
Cl: 2.5083 -5.3292 3.4047  -0.21
C: 2.3177 -3.7063 2.7190  0.33
Cl: 3.3943 -3.4532 1.3380  -0.16
H: 1.2958 -3.5866 2.3912  -0.26
H: 2.5536 -2.9803 3.4876  0.29
Cl: 3.2338 -0.4323 -3.7542  -0.19
C: 3.8738 -1.5653 -2.5515  0.20
Cl: 5.2619 -0.9008 -1.6808  -0.09
H: 3.0935 -1.7906 -1.8321  -0.34
H: 4.1885 -2.4649 -3.0669  0.42
Cl: -5.0773 0.2680 -2.1338  0.04
C: -6.7450 0.6552 -2.5968  -0.27
Cl: -6.9163 2.2569 -3.3260  -0.16
H: -7.0672 -0.0798 -3.3245  0.16
H: -7.3682 0.6085 -1.7114  0.30
Cl: 8.6812 -1.8007 1.3417  -0.15
C: 9.0310 -0.4475 0.2599  -0.34
Cl: 7.5693 0.4519 -0.1590  -0.07
H: 9.7212 0.2245 0.7556  0.29
H: 9.4722 -0.8351 -0.6506  0.27
Cl: 1.1226 -7.4748 -0.7410  -0.17
C: 1.0089 -7.7674 1.0007  0.24
Cl: -0.6705 -7.9366 1.5280  -0.16
H: 1.5397 -8.6825 1.2338  0.30
H: 1.4508 -6.9274 1.5216  -0.21
Cl: -4.0737 -1.9704 -7.1585  -0.16
C: -4.4259 -1.9333 -5.4278  -0.02
Cl: -6.1609 -2.0827 -5.1067  -0.17
H: -3.9155 -2.7599 -4.9491  0.26
H: -4.0803 -0.9910 -5.0194  0.09
Cl: 4.5543 0.4745 1.9156  0.00
C: 4.8507 1.8120 3.0332  -0.45
Cl: 4.1506 3.3395 2.4850  -0.12
H: 4.4174 1.5607 3.9939  0.31
H: 5.9220 1.9455 3.1279  0.31